Record 1
12
Properties=species:S:1:pos:R:3:mulliken_charge:R:1 method="wB97M-V/def2-TZVPD" multiplicity=1 de_lowest_kcal_mol=72.8 smiles="O/C=C1/C=CN=C1" orbital_gap_ha=0.31496 homo_energy_ev=-8.96
O 2.642 -0.560 -0.017 -0.4354
N -1.846 -1.275 0.135 -0.5177
C -0.520 -1.357 -0.161 -0.4213
C 1.442 0.248 0.051 -0.0641
C -2.077 0.176 0.011 -0.1519
C 0.079 -0.085 -0.055 0.6872
C -0.960 0.955 -0.045 -0.5086
H 0.155 -2.243 0.005 0.3134
H -3.037 0.725 -0.097 0.3217
H 1.730 1.387 0.363 0.2061
H 3.422 -0.086 -0.006 0.3191
H -1.030 2.115 -0.185 0.2514


Record 2
12
Properties=species:S:1:pos:R:3:mulliken_charge:R:1 method="wB97M-V/def2-TZVPD" multiplicity=1 de_lowest_kcal_mol=109.3 orbital_gap_ha=0.30152 homo_energy_ev=-8.10
O -1.318 -0.725 2.088 -0.4483
N 1.885 0.161 -1.188 -0.6082
C -0.341 0.364 0.196 0.6321
C 1.233 0.025 0.248 -0.4393
C -1.183 -0.674 0.894 -0.2243
C 0.709 0.263 -1.537 0.3934
C -0.588 0.379 -1.305 -0.9483
H -1.725 -1.387 0.236 0.3777
H -0.518 1.307 0.719 0.3079
H -1.477 0.363 -1.902 0.4258
H 1.428 -0.997 0.578 0.2773
H 1.793 0.775 0.804 0.2541


Record 3
12
Properties=species:S:1:pos:R:3:mulliken_charge:R:1 method="wB97M-V/def2-TZVPD" multiplicity=1 de_lowest_kcal_mol=83.0 smiles=C#C[C@@H](C#N)CO orbital_gap_ha=0.41219 homo_energy_ev=-10.44
O -1.695 0.397 -0.444 -0.5270
N 2.375 -1.499 1.105 -0.3927
C 0.410 -0.631 -0.414 0.6729
C 0.501 0.839 -0.478 -0.5057
C 0.432 1.998 -0.134 -0.2727
C 1.503 -1.134 0.438 -0.0123
C -1.044 -0.706 0.150 -0.5781
H 0.471 -1.121 -1.393 0.2527
H 0.871 2.897 0.209 0.3973
H -1.263 1.255 -0.125 0.3253
H -1.552 -1.628 -0.160 0.3186
H -1.028 -0.654 1.249 0.3218


Record 4
12
Properties=species:S:1:pos:R:3:mulliken_charge:R:1 method="wB97M-V/def2-TZVPD" multiplicity=1 de_lowest_kcal_mol=29.7 smiles="N#CC/C=C/C=O" orbital_gap_ha=0.36990 homo_energy_ev=-10.34
O -2.606 -0.938 0.015 -0.4736
N 2.105 -1.107 -2.159 -0.3676
C 1.812 -0.271 -1.416 0.1995
C -0.136 0.365 -0.222 -0.1110
C 1.301 0.736 -0.477 -0.3026
C -0.625 -0.023 0.955 -0.3865
C -1.973 -0.650 1.005 -0.0380
H 1.408 1.725 -0.936 0.2591
H -2.358 -0.885 2.017 0.3166
H -0.780 0.297 -1.098 0.3264
H 1.898 0.712 0.440 0.2793
H -0.046 0.040 1.877 0.2985


Record 5
12
Properties=species:S:1:pos:R:3:mulliken_charge:R:1 method="wB97M-V/def2-TZVPD" multiplicity=1 de_lowest_kcal_mol=139.3 orbital_gap_ha=0.33048 homo_energy_ev=-8.65
O -1.611 0.387 1.399 -0.0429
N 0.502 -1.419 -1.066 -0.4827
C -1.520 -0.185 0.232 -0.9953
C -0.080 -0.241 -1.632 -0.4744
C -0.065 -0.300 -0.026 1.1589
C 0.615 0.406 1.014 -0.5244
C -0.429 0.802 1.817 -0.3942
H -0.159 1.320 2.673 0.4618
H 0.662 0.357 -2.185 0.2856
H -1.065 -0.394 -1.952 0.3207
H 1.491 -1.058 -1.164 0.2948
H 1.659 0.326 0.888 0.3922


Record 6
12
Properties=species:S:1:pos:R:3:mulliken_charge:R:1 method="wB97M-V/def2-TZVPD" multiplicity=1 de_lowest_kcal_mol=82.1 smiles="C=CC#N.C#CO" orbital_gap_ha=0.37377 homo_energy_ev=-9.81
O 0.668 -1.111 2.063 -0.5078
N -1.625 1.799 -1.586 -0.3870
C 1.460 0.154 -1.531 -0.6579
C 0.169 -0.045 -1.244 -0.1374
C -1.571 -0.057 1.612 -0.4059
C -0.506 -0.550 1.872 0.1724
C -0.823 0.978 -1.440 0.1956
H 2.189 -0.631 -1.365 0.2712
H 0.918 -1.064 2.998 0.3547
H -0.188 -0.981 -0.835 0.4147
H -2.503 0.410 1.379 0.4142
H 1.812 1.099 -1.923 0.2733


Record 7
12
Properties=species:S:1:pos:R:3:mulliken_charge:R:1 method="wB97M-V/def2-TZVPD" multiplicity=1 de_lowest_kcal_mol=62.6 orbital_gap_ha=0.40741 homo_energy_ev=-10.22
O 0.080 -0.239 1.397 -0.4016
N 2.913 1.155 0.141 -0.4296
C 0.924 -0.544 0.283 0.2938
C -1.072 -0.332 0.547 -0.0083
C 2.054 0.384 0.189 0.0387
C -0.223 -0.405 -0.696 -0.3756
C -1.060 0.818 -0.401 -0.6799
H -0.320 -0.951 -1.628 0.3638
H -1.828 -0.955 1.008 0.4175
H -0.626 1.750 -0.043 0.2291
H 1.269 -1.584 0.338 0.2905
H -1.862 0.951 -1.127 0.2618


Record 8
12
Properties=species:S:1:pos:R:3:mulliken_charge:R:1 method="wB97M-V/def2-TZVPD" multiplicity=1 de_lowest_kcal_mol=122.3 smiles="ON=C1C=CC=C1" orbital_gap_ha=0.31946 homo_energy_ev=-8.92
O 2.365 -0.365 0.283 -0.4041
N 1.527 0.740 -0.067 -0.4773
C -0.284 -1.070 -0.087 -0.2976
C -1.973 0.322 0.218 -0.0066
C -1.584 -1.080 -0.092 -0.5932
C 0.327 0.317 -0.234 0.6729
C -0.991 1.274 -0.168 -0.6218
H 0.531 -1.961 -0.299 0.2442
H -3.011 0.677 0.759 0.2602
H -2.355 -1.651 0.070 0.5181
H -1.054 2.308 0.123 0.3535
H 3.312 -0.211 -0.269 0.3517


Record 9
12
Properties=species:S:1:pos:R:3:mulliken_charge:R:1 method="wB97M-V/def2-TZVPD" multiplicity=1 de_lowest_kcal_mol=105.6 smiles="C#CC(=O)[C@H]1CN1" orbital_gap_ha=0.37379 homo_energy_ev=-10.39
O 0.549 -0.104 1.620 -0.5494
N -1.710 0.891 0.221 -0.6033
C 1.890 -0.034 -0.246 0.0583
C -1.698 -0.471 -0.268 -0.4115
C -0.516 0.416 -0.451 -0.0585
C 3.037 -0.162 -0.680 -0.5304
C 0.626 0.081 0.417 0.5756
H -0.269 0.837 -1.422 0.3880
H -2.325 -0.667 -1.132 0.2594
H -1.593 -1.285 0.446 0.2412
H -1.512 0.895 1.223 0.3203
H 3.520 -0.398 0.273 0.3102


Record 10
12
Properties=species:S:1:pos:R:3:mulliken_charge:R:1 method="wB97M-V/def2-TZVPD" multiplicity=1 de_lowest_kcal_mol=104.1 orbital_gap_ha="0.27900 / 0.32783" homo_energy_ev="-9.19 / -9.58"
O -0.362 1.924 -1.312 -0.4680
N -2.230 -0.719 -1.169 -0.4713
C -1.113 -0.571 -0.908 0.0543
C 0.653 0.594 0.365 -0.7404
C -0.028 -1.367 0.865 -1.0302
C 0.252 -0.636 -0.364 0.8631
C 0.228 1.867 -0.248 -0.0034
H 0.439 -2.339 1.045 0.2998
H -0.864 -1.099 1.488 0.3720
H 1.447 0.629 1.098 0.4118
H 0.957 -1.076 -1.072 0.3801
H 0.620 2.796 0.212 0.3322


Record 11
12
Properties=species:S:1:pos:R:3:mulliken_charge:R:1 method="wB97M-V/def2-TZVPD" multiplicity=1 de_lowest_kcal_mol=163.5 orbital_gap_ha=0.31202 homo_energy_ev=-9.02
O -0.518 -2.051 1.056 -0.5895
N 0.274 1.396 -1.441 -0.5993
C -0.379 -0.843 0.647 0.6178
C 1.902 0.769 0.860 -0.7448
C -1.231 -0.230 -0.249 -0.7539
C -0.830 0.658 -1.230 0.2893
C 0.936 -0.167 0.939 0.3560
H -0.039 2.133 -2.318 0.2893
H -1.537 1.176 -2.091 0.1230
H -2.137 -0.872 -0.521 0.2879
H 0.705 1.993 -0.227 0.3009
H 2.854 1.078 0.990 0.4233


Record 12
12
Properties=species:S:1:pos:R:3:mulliken_charge:R:1 method="wB97M-V/def2-TZVPD" multiplicity=1 de_lowest_kcal_mol=50.7 smiles="N=C=CCC=C=O" orbital_gap_ha=0.34666 homo_energy_ev=-8.77
O -0.531 2.957 0.763 -0.3905
N 2.307 -0.377 -1.607 -0.5469
C 1.393 -0.750 -0.874 0.4293
C 0.368 -1.176 -0.174 -0.5004
C -0.783 1.822 0.892 0.6057
C -0.950 -0.426 -0.144 -0.6740
C -1.072 0.546 1.018 -0.5463
H 0.504 -2.052 0.453 0.3477
H -1.089 0.107 -1.090 0.3928
H 2.937 0.299 -1.174 0.2825
H -1.770 -1.149 -0.079 0.2697
H -1.315 0.197 2.016 0.3304


Record 13
12
Properties=species:S:1:pos:R:3:mulliken_charge:R:1 method="wB97M-V/def2-TZVPD" multiplicity=1 de_lowest_kcal_mol=24.0 smiles="N#CC1CC(=O)C1" orbital_gap_ha=0.39227 homo_energy_ev=-10.23
O 0.841 2.225 0.652 -0.5302
N 0.701 -2.356 1.529 -0.4349
C 0.317 1.273 0.144 0.4172
C 0.792 0.219 -0.852 -0.6654
C -0.296 -0.715 -0.246 0.1795
C 0.257 -1.643 0.744 0.0782
C -0.980 0.516 0.417 -0.6657
H -0.905 -1.264 -0.966 0.4048
H 1.838 -0.085 -0.797 0.3386
H -1.306 0.442 1.456 0.3380
H 0.538 0.499 -1.876 0.2698
H -1.797 0.890 -0.204 0.2703


Record 14
13
Properties=species:S:1:pos:R:3:mulliken_charge:R:1 method="wB97M-V/def2-TZVPD" multiplicity=1 de_lowest_kcal_mol=131.1 orbital_gap_ha=0.30199 homo_energy_ev=-8.47
O -2.708 0.061 -0.080 -0.1363
O 1.713 -1.063 -0.278 -0.5233
N -2.215 -1.186 -0.084 -0.4456
C 0.752 0.949 -0.063 -0.6980
C -0.979 -1.060 -0.095 -0.2132
C -1.688 0.841 -0.189 -0.5475
C -0.525 0.187 -0.112 0.8117
C 1.936 0.263 -0.167 -0.1258
H -2.047 1.911 -0.088 0.3465
H 3.025 0.568 0.250 0.2488
H 0.721 1.989 0.119 0.3450
H 2.478 -1.555 0.657 0.3741
H -0.463 -1.906 0.129 0.5636


Record 15
13
Properties=species:S:1:pos:R:3:mulliken_charge:R:1 method="wB97M-V/def2-TZVPD" multiplicity=1 de_lowest_kcal_mol=81.5 smiles="C=C1[C@H](O)[C@]1(O)C#N" orbital_gap_ha=0.38814 homo_energy_ev=-10.18
O 0.809 -1.408 1.345 -0.5026
O -0.304 2.069 0.535 -0.5383
N 2.563 0.550 -0.980 -0.4310
C -1.355 -0.854 -1.287 -0.6753
C -0.490 0.716 0.729 -0.4728
C -0.619 -0.274 -0.367 0.1305
C 1.661 0.112 -0.418 0.0639
C 0.603 -0.348 0.476 0.8145
H 0.144 2.232 -0.305 0.3636
H -0.955 -1.573 -1.984 0.2495
H -2.403 -0.633 -1.420 0.2542
H 1.416 -1.139 2.046 0.3639
H -1.071 0.549 1.631 0.3799


Record 16
13
Properties=species:S:1:pos:R:3:mulliken_charge:R:1 method="wB97M-V/def2-TZVPD" multiplicity=1 de_lowest_kcal_mol=167.0 orbital_gap_ha=0.22074 homo_energy_ev=-8.50
O -0.022 0.761 -0.612 -0.3507
O 2.170 1.356 0.590 -0.5141
N -1.398 0.170 -2.430 -0.6989
C 1.384 0.314 1.126 -0.3174
C -0.569 -1.085 0.631 -0.4094
C -0.911 0.013 -1.256 0.5439
C -1.134 -1.325 -0.536 -0.4652
C 0.209 0.029 0.589 0.7813
H -2.014 -1.971 -0.858 0.3466
H 1.913 2.587 1.962 0.2483
H 1.847 -0.178 2.060 0.2950
H -1.014 1.033 -2.868 0.2565
H -0.462 -1.705 1.602 0.2840


Record 17
13
Properties=species:S:1:pos:R:3:mulliken_charge:R:1 method="wB97M-V/def2-TZVPD" multiplicity=1 de_lowest_kcal_mol=139.8 orbital_gap_ha=0.30104 homo_energy_ev=-9.89
O 3.190 0.086 0.008 -0.4832
O -2.552 -0.385 -0.279 -0.5751
N 0.022 -1.005 0.049 -0.5481
C 2.001 0.105 -0.077 0.6767
C -1.695 0.406 0.361 0.0186
C -0.347 0.347 -0.131 0.3980
C 1.266 -1.184 0.085 -0.1777
C 0.780 1.082 -0.245 -0.6787
H 2.047 -2.048 -0.155 0.2832
H -1.744 -0.006 1.354 0.1997
H -1.694 -1.192 -0.940 0.4052
H 0.687 2.314 -0.178 0.2042
H -1.962 1.480 0.147 0.2772


Record 18
13
Properties=species:S:1:pos:R:3:mulliken_charge:R:1 method="wB97M-V/def2-TZVPD" multiplicity=1 de_lowest_kcal_mol=59.9 smiles="CC(=O)c1ncco1" orbital_gap_ha=0.35320 homo_energy_ev=-9.78
O 1.224 0.213 0.056 -0.2280
O -1.991 -1.285 0.007 -0.5086
N -0.644 1.448 -0.347 -0.5255
C -0.767 -1.209 -0.051 0.4502
C 0.099 -2.465 0.162 -0.8678
C -0.185 0.198 -0.207 0.5485
C 0.464 2.305 0.018 -0.2937
C 1.510 1.479 0.145 -0.0206
H 0.406 3.363 0.061 0.3855
H -0.426 -3.449 -0.202 0.3047
H 0.266 -2.744 1.275 0.2453
H 1.110 -2.256 -0.418 0.2681
H 2.562 1.686 0.803 0.2418


Record 19
13
Properties=species:S:1:pos:R:3:mulliken_charge:R:1 method="wB97M-V/def2-TZVPD" multiplicity=1 de_lowest_kcal_mol=141.8 orbital_gap_ha="0.26855 / 0.27257" homo_energy_ev="-9.02 / -9.18"
O -0.167 -1.160 -2.557 -0.4359
O -0.434 1.672 1.473 -0.2879
N 1.130 0.014 1.448 -0.3629
C -1.088 -0.751 1.666 -0.6114
C -0.159 0.296 1.504 0.5403
C 0.798 2.173 1.487 -0.2348
C -0.811 -1.401 -1.543 0.1267
C 1.726 1.231 1.458 -0.0874
H -1.843 -1.636 -1.582 0.2463
H -2.169 -0.442 1.495 0.2405
H 2.802 1.109 1.299 0.3813
H -0.460 -1.290 -0.453 0.0908
H 1.017 3.225 1.536 0.3944